Computed, not measured: C4H6N2O in the gas phase, with the ωB97M-V functional and the def2-TZVPD basis.

Positions of all 13 atoms, in Å:
C 0.970 1.172 -1.967
C 0.126 0.493 -0.932
N -0.976 -0.210 -1.055
C -1.224 -0.743 0.198
C -0.222 -0.425 1.034
N 0.209 -0.737 2.328
O 0.666 0.387 0.306
H 0.318 1.428 -2.866
H 1.818 0.488 -2.319
H 1.301 2.187 -1.590
H -2.222 -1.234 0.442
H 1.230 -0.859 2.270
H -0.299 -1.463 2.701

Calculated values
LUMO (Eh): 0.0326
Electronic energy (Eh): -340.75116
Orbital gap (eV): 9.002
Relative energy (zero: lowest compared OMol25 entry of this formula, charge and spin) (eV): 1.191
SMILES: Cc1ncc(N)o1